# 1
Density functional theory data (ωB97M-V/def2-TZVPD) for a molecular structure, C15H15O5Tc.

Last column: Löwdin spin population.
Cartesian coordinates (Å):
Tc (-0.7207, 0.1952, 0.5502)  0.888
O (-0.2371, -0.2236, -1.4181)  0.003
O (2.9786, 1.2316, 1.0689)  0.021
O (0.3323, 3.9178, -0.5540)  0.012
O (1.0197, 0.1930, 1.2578)  0.068
O (-0.7121, 2.1014, 0.2096)  0.032
C (-0.1478, 0.9572, -2.3330)  0.000
C (-1.1415, -2.3127, 0.4749)  -0.004
C (-1.5309, -1.7342, 1.6958)  0.000
C (-0.8474, -2.0856, 2.8864)  -0.007
C (1.2234, -0.5533, -1.4855)  0.000
C (0.8712, 1.8334, -1.6021)  0.001
C (-2.3285, -0.5329, 1.6113)  -0.025
C (0.1682, 2.7407, -0.6036)  0.005
C (1.8474, 0.7512, -0.9863)  -0.001
C (1.4215, -0.7289, -2.9809)  -0.001
C (0.1654, -3.0000, 2.8389)  0.004
C (0.4424, 0.3163, -3.5745)  0.000
C (2.0180, 0.7934, 0.5252)  0.005
C (0.5448, -3.5933, 1.6121)  -0.010
C (-0.1070, -3.2713, 0.4493)  0.003
H (-2.5821, -0.0276, 2.5394)  0.003
H (0.6829, -3.2758, 3.7475)  0.000
H (-0.3330, -0.1627, -4.1674)  0.000
H (1.1557, -1.7374, -3.2889)  0.000
H (0.1394, -3.7669, -0.4805)  0.000
H (-1.1415, 1.3826, -2.4394)  0.000
H (1.4033, 2.4821, -2.2928)  0.000
H (-3.0697, -0.4533, 0.8013)  0.000
H (0.9342, 1.0626, -4.1949)  0.000
H (-1.7665, -2.1733, -0.4029)  0.002
H (2.4589, -0.5508, -3.2565)  0.000
H (1.3998, -1.4288, -0.8687)  0.000
H (-1.1460, -1.6318, 3.8229)  0.000
H (2.8491, 0.8799, -1.3901)  0.000
H (1.3380, -4.3288, 1.6012)  0.000

Frontier orbital gap (alpha / beta), eV: 7.6 / 7.5
Multiplicity: 2
E, hartree: -1037.3057
ΔE to the lowest compared entry with this formula, charge and spin, kJ/mol: 22.0
Charge: +1

# 2
Density functional theory data (ωB97M-V/def2-TZVPD) for C21H29N3O5S in the gas phase in a non-equilibrium geometry.

Last column: Mulliken charge in e.
Cartesian coordinates (Å):
S (-0.0488, -0.9879, 2.4756)  1.245
O (0.8806, -0.7245, 1.4140)  -0.628
O (-2.7404, -1.9117, -0.9368)  -0.307
O (-0.0837, 2.0533, 3.3978)  -0.687
O (-0.2529, -2.3734, 2.8196)  -0.738
O (-3.5464, -1.5597, -5.9953)  -0.447
N (2.1173, 1.6206, 3.2588)  0.071
N (-1.9986, 0.0800, -0.3299)  -0.561
N (4.0468, 1.8947, 1.1918)  0.007
C (-3.9593, -2.8694, -5.6881)  -0.807
C (-2.9806, -1.1605, -3.6604)  -0.241
C (0.8501, 1.2736, 3.5318)  0.796
C (-2.8335, -3.1879, 1.1600)  -1.423
C (6.7761, 1.5200, -1.4306)  -1.398
C (-2.4912, -0.2629, -2.7104)  -0.158
C (6.0969, 1.3473, -0.0776)  -0.191
C (2.3698, 2.9038, 2.6304)  -1.022
C (-1.6771, -0.2404, 2.1148)  -1.019
C (-2.3924, -0.6621, -1.3244)  0.425
C (-2.2056, 1.3993, -4.4105)  -0.548
C (0.5490, -0.1293, 3.9904)  -0.969
C (3.7695, 0.5979, 1.7890)  -0.427
C (2.8262, 2.6832, 1.1899)  -0.578
C (-3.0818, -0.7710, -4.9880)  0.736
C (-2.6901, 0.5186, -5.3571)  -0.583
C (4.6330, 1.7840, -0.1340)  -0.830
C (-2.1021, 1.0202, -3.0845)  -0.749
C (-2.0885, -0.7097, 0.7798)  0.578
C (-2.5428, -1.9480, 0.4010)  0.475
C (3.2969, 0.7878, 3.2325)  -1.049
H (4.5911, 2.7767, -0.5906)  0.432
H (6.6078, 1.9503, 0.6748)  0.327
H (1.3707, -0.7079, 4.3926)  0.388
H (1.4492, 3.4866, 2.6606)  0.480
H (-3.2729, -2.1462, -3.3360)  0.620
H (4.6859, 0.0070, 1.7967)  0.419
H (-3.7547, -3.0802, 1.7335)  0.284
H (4.0797, 1.3035, 3.8009)  0.417
H (6.7636, 2.5638, -1.7361)  0.354
H (-4.7957, -2.8719, -4.9816)  0.329
H (-1.9062, 2.3917, -4.7119)  0.384
H (6.2629, 0.9351, -2.1907)  0.342
H (2.9913, 0.0499, 1.2333)  0.232
H (4.0592, 1.0937, -0.7753)  0.272
H (3.0305, 3.6505, 0.7261)  0.471
H (-2.0161, -3.3908, 1.8494)  0.284
H (3.1153, -0.1856, 3.6813)  0.370
H (3.1564, 3.4178, 3.1906)  0.340
H (6.1676, 0.3012, 0.2231)  0.281
H (-2.7775, 0.8007, -6.3943)  0.445
H (-0.2927, -0.1282, 4.6764)  0.499
H (2.0169, 2.1828, 0.6307)  0.306
H (-4.2847, -3.3043, -6.6318)  0.225
H (-3.1367, -3.4652, -5.2800)  0.332
H (-1.7275, 1.6903, -2.3290)  0.511
H (-1.5465, 0.8375, 2.1354)  0.497
H (7.8105, 1.1887, -1.3827)  0.386
H (-2.3342, -0.5895, 2.9055)  0.455
H (-2.9465, -4.0188, 0.4691)  0.349

Frontier orbital gap, eV: 8.7
Structure (SMILES): CCCN1CCN(C(=O)CS(=O)(=O)Cc2nc(-c3cccc(OC)c3)oc2C)CC1
Multiplicity: 1
E, hartree: -1756.2668
ΔE to the lowest compared entry with this formula, charge and spin, kJ/mol: 238.7

# 3
Density functional theory data (ωB97M-V/def2-TZVPD) for a gas-phase ion, C2H7NS2 (charge +1) in a non-equilibrium geometry.

Last column: Löwdin spin population.
Cartesian coordinates (Å):
S (-1.3080, 2.4997, -1.7669)  0.252
S (-0.8240, 1.2287, -0.1596)  0.476
N (-0.1469, -1.4340, 1.4536)  0.104
C (0.7961, -0.5507, 0.8804)  0.019
C (0.4563, 0.1713, -0.5435)  0.091
H (1.3423, 0.7058, -0.8858)  0.012
H (-0.4192, -2.2129, 0.8809)  0.002
H (-1.9034, 1.8560, -2.7627)  0.023
H (1.7904, -0.9574, 0.6977)  0.007
H (0.9050, 0.3098, 1.5577)  0.000
H (0.2454, -0.6425, -1.2497)  0.015
H (-0.9340, -0.9739, 1.8979)  0.000

Frontier orbital gap (alpha / beta), eV: 9.3 / 5.1
Multiplicity: 2
E, hartree: -931.1834
ΔE to the lowest compared entry with this formula, charge and spin, kJ/mol: 33.1
Charge: +1

# 4
Density functional theory data (ωB97M-V/def2-TZVPD) for 4 unconnected molecules or ions with the total composition C4H12O3 in a non-equilibrium geometry.

Last column: Löwdin spin population.
Cartesian coordinates (Å):
O (4.5380, 1.8277, -0.7408)  0.000
O (-1.4514, 2.4938, -1.6160)  0.001
O (1.6771, 0.5346, -1.2930)  0.000
C (-1.9819, -1.2909, 1.0384)  0.165
C (-0.5114, -0.8660, 1.2764)  0.119
C (0.1284, -1.2713, 2.4079)  0.285
C (-2.6555, -1.3175, -0.1204)  0.363
H (-1.9174, 2.3501, -2.4420)  0.000
H (0.7936, 0.7082, -1.3979)  0.000
H (-3.6574, -1.5259, -0.1203)  0.020
H (-0.4614, -1.5226, 3.2430)  0.012
H (0.1185, -0.7024, 0.4074)  0.004
H (1.1643, -1.1092, 2.4308)  0.015
H (-2.3005, -1.9544, 1.7493)  0.003
H (5.1526, 0.9690, -0.6695)  0.000
H (-2.2290, -1.1202, -1.1101)  0.015
H (3.9099, 1.6442, -1.4126)  0.000
H (-2.2133, 2.2931, -0.9890)  0.000
H (1.8968, -0.1402, -0.6416)  0.000

Frontier orbital gap (alpha / beta), eV: 7.4 / 4.0
Multiplicity: 2
E, hartree: -384.8798
ΔE to the lowest compared entry with this formula, charge and spin, kJ/mol: 303.9
Charge: +1

# 5
Density functional theory data (ωB97M-V/def2-TZVPD) for a molecular structure, C5H7NO.

Last column: Mulliken charge in e.
Cartesian coordinates (Å):
O (1.6614, 1.2412, -2.5304)  -0.647
N (-0.4357, 1.1181, -1.5235)  -0.008
C (1.2835, 0.0844, -0.4046)  -0.721
C (-0.3653, -1.1910, 1.7719)  -0.843
C (0.9738, 0.7983, -1.6241)  0.181
C (-0.9785, 0.6048, -0.4016)  -0.548
C (0.1194, 0.1747, 0.3324)  0.540
H (2.2984, 0.0334, -0.0360)  0.342
H (-0.5722, -1.0538, 0.6370)  0.162
H (0.6665, -1.1287, 2.1119)  0.269
H (-1.0337, -0.5926, 2.3874)  0.297
H (-0.8990, 1.6721, -2.2275)  0.198
H (-0.6736, -2.2454, 1.7520)  0.364
H (-2.0448, 0.4845, -0.2450)  0.414

Frontier orbital gap (alpha / beta), eV: 7.2 / 7.2
Multiplicity: 1
E, hartree: -324.5441
ΔE to the lowest compared entry with this formula, charge and spin, kJ/mol: 473.6

# 6
Density functional theory data (ωB97M-V/def2-TZVPD) for 3 unconnected molecules or ions with the total composition C5H17NO2 in a non-equilibrium geometry.

Last column: Mulliken charge in e.
Cartesian coordinates (Å):
O (-5.4827, 0.7995, -1.2094)  -0.657
O (4.8050, 3.0244, 1.3650)  -0.614
N (2.6832, -0.8060, -0.1860)  -0.594
C (0.0430, -0.5017, -0.4607)  0.273
C (-1.1352, -1.6951, 1.5590)  -1.230
C (1.3842, -0.2515, 0.4426)  -0.673
C (-0.4182, 0.5436, -1.6361)  -1.452
C (-1.1416, -0.4600, 0.5234)  -0.311
H (1.1571, -0.8051, 1.3442)  0.216
H (-2.2066, -1.9454, 1.6950)  0.324
H (0.0434, -1.4043, -0.9719)  0.317
H (-0.1679, 1.5534, -1.4941)  0.335
H (1.6259, 0.7176, 0.6642)  0.508
H (-1.0493, 0.4871, 1.1257)  0.250
H (4.6618, 2.1021, 1.3750)  0.318
H (0.0953, 0.1545, -2.5911)  0.325
H (2.5990, -1.6680, -0.6673)  0.204
H (-0.7483, -1.3371, 2.5040)  0.343
H (-5.2389, 0.1020, -0.4653)  0.326
H (-1.4737, 0.3988, -1.8893)  0.418
H (3.2267, -0.0930, -0.6977)  0.216
H (4.3367, 3.3373, 0.6503)  0.297
H (-2.0260, -0.1736, -0.1521)  0.160
H (-0.5112, -2.4315, 1.1746)  0.376
H (-5.0616, 0.3524, -2.0020)  0.323

Frontier orbital gap, eV: 9.6
Structure (SMILES): CC[C@@H](C)CN.O.O
Multiplicity: 1
E, hartree: -405.8522
ΔE to the lowest compared entry with this formula, charge and spin, kJ/mol: 236.9